(1)
Below is 5 unconnected molecules or ions with the total composition C19H47N4O6P, with properties calculated with the ωB97M-V functional and the def2-TZVPD basis.

Results
SMILES: CCC[PH2](CCO)CCO.CN(C)C=O.CN(C)C=O.CN(C)C=O.CN(C)C=O
Relative energy (zero: lowest compared OMol25 entry of this formula, charge and spin): 0.00 kcal/mol
M: 458.6 g mol⁻¹
Net charge: 0
HOMO-LUMO gap: 8.09 eV
F_max: 0.24 eV/A

Cartesian coordinates (Å):
C 2.405 -1.022 -2.623
C 1.541 0.031 -3.318
C 2.259 1.357 -3.562
P 2.016 2.504 -2.054
C 3.192 3.766 -2.709
C 4.666 3.361 -2.495
O 5.371 3.266 -3.727
C 1.601 3.519 -0.469
C 2.764 3.911 0.423
O 3.430 2.710 0.830
H 1.935 -2.004 -2.669
H 2.578 -0.786 -1.570
H 3.383 -1.091 -3.109
H 0.654 0.216 -2.692
H 1.153 -0.387 -4.248
H 1.867 1.878 -4.443
H 3.326 1.173 -3.748
H 0.633 2.565 -2.381
H 2.423 1.440 -1.202
H 3.030 3.840 -3.784
H 2.981 4.739 -2.265
H 4.747 2.426 -1.933
H 5.172 4.128 -1.904
H 5.480 2.339 -3.957
H 1.048 4.422 -0.761
H 0.914 2.888 0.109
H 2.426 4.477 1.299
H 3.468 4.553 -0.124
H 4.168 2.937 1.407
C -1.942 -2.604 0.278
N -1.754 -2.281 -1.120
C -2.548 -1.227 -1.730
C -0.829 -2.899 -1.878
O -0.585 -2.607 -3.033
H -2.958 -2.951 0.477
H -1.754 -1.730 0.905
H -1.255 -3.392 0.575
H -3.117 -1.608 -2.578
H -1.907 -0.425 -2.099
H -3.237 -0.832 -0.987
H -0.284 -3.690 -1.334
C 0.733 -0.998 3.814
N 0.326 -2.307 3.348
C 1.304 -3.189 2.738
C -0.950 -2.729 3.432
O -1.345 -3.795 2.993
H 1.133 -0.402 2.991
H 1.498 -1.078 4.590
H -0.123 -0.465 4.222
H 1.031 -3.423 1.708
H 1.376 -4.130 3.284
H 2.272 -2.692 2.744
H -1.618 -1.996 3.912
C 0.862 4.894 4.877
N 0.582 3.525 4.505
C 1.614 2.736 3.855
C -0.616 2.951 4.729
O -0.893 1.805 4.430
H 1.118 5.496 4.003
H 1.687 4.949 5.590
H -0.023 5.325 5.343
H 1.286 2.403 2.870
H 1.858 1.853 4.447
H 2.506 3.349 3.747
H -1.340 3.629 5.211
C -6.319 -5.704 -2.294
N -6.156 -4.298 -2.005
C -5.165 -3.871 -1.033
C -6.886 -3.343 -2.618
O -6.764 -2.152 -2.407
H -6.612 -6.260 -1.401
H -5.395 -6.138 -2.683
H -7.098 -5.825 -3.045
H -5.640 -3.331 -0.212
H -4.442 -3.203 -1.500
H -4.650 -4.746 -0.641
H -7.610 -3.750 -3.343

(2)
Below is 6 unconnected molecules or ions with the total composition C19H47NO18S5, with properties calculated with the ωB97M-V functional and the def2-TZVPD basis.

Results
SMILES: [H]/N=C\C[C@@H](O)OC=O.CCOS(C)(=O)=O.CCOS(C)(=O)=O.CCOS(C)(=O)=O.CCOS(C)(=O)=O.CCOS(C)(=O)=O
M: 737.9 g mol⁻¹
Net charge: 0
HOMO-LUMO gap: 10.27 eV
F_max: 1.21 eV/A

Cartesian coordinates (Å):
H -4.854 6.900 -3.993
N -4.868 6.008 -4.494
C -3.808 5.341 -4.261
C -2.633 5.794 -3.426
C -1.445 6.242 -4.294
O -1.013 7.557 -4.049
O -0.340 5.370 -4.029
C 0.910 5.759 -4.455
O 1.657 6.428 -3.796
H -3.713 4.350 -4.719
H -2.289 4.983 -2.770
H -2.937 6.632 -2.779
H -1.700 6.141 -5.364
H -1.782 8.142 -4.061
H 1.198 5.287 -5.409
C -3.480 -1.374 -4.674
C -3.153 -0.743 -3.337
O -1.921 0.028 -3.366
S -1.944 1.435 -4.094
C -0.436 2.063 -3.459
O -3.041 2.202 -3.577
O -1.828 1.262 -5.509
H -3.717 -0.626 -5.429
H -4.341 -2.031 -4.554
H -2.639 -1.965 -5.037
H -3.967 -0.112 -2.981
H -2.979 -1.520 -2.595
H -0.522 2.172 -2.381
H -0.297 3.034 -3.928
H 0.373 1.388 -3.726
C -0.790 -6.375 0.738
C -1.094 -4.923 1.024
O -0.443 -4.008 0.099
S -1.060 -3.871 -1.355
C -0.187 -2.424 -1.834
O -2.458 -3.577 -1.236
O -0.641 -4.969 -2.168
H -1.214 -6.701 -0.211
H -1.210 -6.982 1.539
H 0.287 -6.542 0.703
H -2.165 -4.720 1.015
H -0.704 -4.633 1.997
H -0.496 -1.598 -1.199
H -0.447 -2.221 -2.871
H 0.880 -2.613 -1.743
C 4.674 6.596 -1.518
C 3.291 6.265 -1.000
O 3.309 5.320 0.104
S 3.789 5.835 1.521
C 3.118 4.523 2.476
O 3.119 7.065 1.824
O 5.219 5.786 1.599
H 5.262 7.143 -0.784
H 4.574 7.210 -2.413
H 5.215 5.685 -1.774
H 2.749 7.160 -0.693
H 2.708 5.768 -1.767
H 2.034 4.547 2.409
H 3.440 4.683 3.502
H 3.506 3.581 2.101
C -3.975 -7.921 5.762
C -3.332 -6.560 5.913
O -1.960 -6.631 6.380
S -0.853 -7.081 5.339
C 0.551 -6.546 6.251
O -0.999 -6.295 4.149
O -0.833 -8.506 5.228
H -3.509 -8.502 4.969
H -5.031 -7.791 5.521
H -3.895 -8.487 6.690
H -3.353 -5.993 4.981
H -3.833 -5.972 6.679
H 0.516 -5.465 6.352
H 1.424 -6.853 5.680
H 0.541 -7.036 7.220
C 1.680 -2.220 1.191
C 1.912 -1.698 2.592
O 3.245 -1.160 2.783
S 3.555 0.267 2.165
C 5.065 0.564 3.014
O 2.553 1.188 2.616
O 3.812 0.145 0.764
H 1.696 -1.415 0.458
H 0.707 -2.710 1.150
H 2.449 -2.942 0.918
H 1.186 -0.934 2.870
H 1.854 -2.502 3.323
H 4.864 0.634 4.079
H 5.455 1.506 2.632
H 5.754 -0.246 2.791

(3)
Below is 3 unconnected molecules or ions with the total composition C19H48Cl2N7O2P2, with properties calculated with the ωB97M-V functional and the def2-TZVPD basis.

Results
M: 539.5 g mol⁻¹
Net charge: +1
HOMO-LUMO gap: 6.20 eV
F_max: 6.30 eV/A

Cartesian coordinates (Å):
C -4.742 -0.102 6.227
C -4.051 -0.390 4.883
Cl -5.216 -1.363 3.887
C -2.775 -1.239 5.101
C -1.444 -0.588 4.674
C -1.304 0.918 4.472
C -1.622 1.053 2.951
C -0.999 -0.224 2.465
N -0.905 -1.097 3.405
Cl -0.241 -2.629 3.169
H -3.972 0.028 6.988
H -5.349 0.794 6.134
H -5.338 -0.957 6.533
H -3.888 0.517 4.316
H -2.889 -2.140 4.495
H -2.749 -1.598 6.125
H -0.795 -0.814 5.524
H -1.776 1.582 5.184
H -0.224 1.076 4.482
H -2.661 0.963 2.622
H -1.141 1.933 2.526
H -0.677 -0.438 1.451
O 1.037 -1.393 -2.225
P 2.288 -2.189 -1.868
N 2.658 -2.705 -3.465
C 2.965 -4.048 -3.908
C 2.878 -1.678 -4.475
N 1.485 -3.392 -0.909
C 1.068 -4.681 -1.426
C 0.435 -2.801 -0.103
N 3.847 -2.634 -1.302
C 4.996 -1.922 -1.867
C 4.172 -3.522 -0.194
H 3.638 -4.578 -3.224
H 3.471 -4.032 -4.873
H 2.058 -4.643 -4.038
H 3.929 -1.357 -4.507
H 2.265 -0.798 -4.274
H 2.603 -2.033 -5.468
H 0.359 -4.590 -2.259
H 0.589 -5.260 -0.633
H 1.921 -5.280 -1.741
H -0.487 -2.642 -0.679
H 0.756 -1.831 0.289
H 0.196 -3.430 0.757
H 5.429 -2.486 -2.699
H 5.776 -1.759 -1.124
H 4.708 -0.939 -2.237
H 4.252 -4.553 -0.550
H 3.439 -3.482 0.603
H 5.129 -3.253 0.258
O -0.471 2.704 0.930
P -0.677 3.334 -0.440
N -2.120 2.554 -0.915
C -2.398 1.945 -2.201
C -3.275 2.656 -0.035
N 0.759 2.744 -1.197
C 0.722 1.586 -2.074
C 1.917 2.662 -0.316
N -0.816 4.567 -1.617
C -1.999 5.431 -1.557
C 0.189 4.987 -2.586
H -2.046 2.552 -3.041
H -3.471 1.822 -2.348
H -1.951 0.951 -2.277
H -3.877 3.547 -0.253
H -2.963 2.713 1.009
H -3.923 1.781 -0.128
H 0.366 0.688 -1.562
H 1.716 1.369 -2.471
H 0.110 1.770 -2.958
H 1.905 1.759 0.311
H 1.968 3.525 0.346
H 2.832 2.658 -0.914
H -2.779 5.068 -2.235
H -1.764 6.458 -1.832
H -2.412 5.466 -0.550
H 0.091 4.403 -3.505
H 1.201 4.883 -2.211
H 0.066 6.040 -2.845

Repeat the first record exactly.
Below is 5 unconnected molecules or ions with the total composition C19H47N4O6P, with properties calculated with the ωB97M-V functional and the def2-TZVPD basis.

Results
SMILES: CCC[PH2](CCO)CCO.CN(C)C=O.CN(C)C=O.CN(C)C=O.CN(C)C=O
Relative energy (zero: lowest compared OMol25 entry of this formula, charge and spin): 0.00 kcal/mol
M: 458.6 g mol⁻¹
Net charge: 0
HOMO-LUMO gap: 8.09 eV
F_max: 0.24 eV/A

Cartesian coordinates (Å):
C 2.405 -1.022 -2.623
C 1.541 0.031 -3.318
C 2.259 1.357 -3.562
P 2.016 2.504 -2.054
C 3.192 3.766 -2.709
C 4.666 3.361 -2.495
O 5.371 3.266 -3.727
C 1.601 3.519 -0.469
C 2.764 3.911 0.423
O 3.430 2.710 0.830
H 1.935 -2.004 -2.669
H 2.578 -0.786 -1.570
H 3.383 -1.091 -3.109
H 0.654 0.216 -2.692
H 1.153 -0.387 -4.248
H 1.867 1.878 -4.443
H 3.326 1.173 -3.748
H 0.633 2.565 -2.381
H 2.423 1.440 -1.202
H 3.030 3.840 -3.784
H 2.981 4.739 -2.265
H 4.747 2.426 -1.933
H 5.172 4.128 -1.904
H 5.480 2.339 -3.957
H 1.048 4.422 -0.761
H 0.914 2.888 0.109
H 2.426 4.477 1.299
H 3.468 4.553 -0.124
H 4.168 2.937 1.407
C -1.942 -2.604 0.278
N -1.754 -2.281 -1.120
C -2.548 -1.227 -1.730
C -0.829 -2.899 -1.878
O -0.585 -2.607 -3.033
H -2.958 -2.951 0.477
H -1.754 -1.730 0.905
H -1.255 -3.392 0.575
H -3.117 -1.608 -2.578
H -1.907 -0.425 -2.099
H -3.237 -0.832 -0.987
H -0.284 -3.690 -1.334
C 0.733 -0.998 3.814
N 0.326 -2.307 3.348
C 1.304 -3.189 2.738
C -0.950 -2.729 3.432
O -1.345 -3.795 2.993
H 1.133 -0.402 2.991
H 1.498 -1.078 4.590
H -0.123 -0.465 4.222
H 1.031 -3.423 1.708
H 1.376 -4.130 3.284
H 2.272 -2.692 2.744
H -1.618 -1.996 3.912
C 0.862 4.894 4.877
N 0.582 3.525 4.505
C 1.614 2.736 3.855
C -0.616 2.951 4.729
O -0.893 1.805 4.430
H 1.118 5.496 4.003
H 1.687 4.949 5.590
H -0.023 5.325 5.343
H 1.286 2.403 2.870
H 1.858 1.853 4.447
H 2.506 3.349 3.747
H -1.340 3.629 5.211
C -6.319 -5.704 -2.294
N -6.156 -4.298 -2.005
C -5.165 -3.871 -1.033
C -6.886 -3.343 -2.618
O -6.764 -2.152 -2.407
H -6.612 -6.260 -1.401
H -5.395 -6.138 -2.683
H -7.098 -5.825 -3.045
H -5.640 -3.331 -0.212
H -4.442 -3.203 -1.500
H -4.650 -4.746 -0.641
H -7.610 -3.750 -3.343

Copy entry 1 word for word.
Below is 5 unconnected molecules or ions with the total composition C19H47N4O6P, with properties calculated with the ωB97M-V functional and the def2-TZVPD basis.

Results
SMILES: CCC[PH2](CCO)CCO.CN(C)C=O.CN(C)C=O.CN(C)C=O.CN(C)C=O
Relative energy (zero: lowest compared OMol25 entry of this formula, charge and spin): 0.00 kcal/mol
M: 458.6 g mol⁻¹
Net charge: 0
HOMO-LUMO gap: 8.09 eV
F_max: 0.24 eV/A

Cartesian coordinates (Å):
C 2.405 -1.022 -2.623
C 1.541 0.031 -3.318
C 2.259 1.357 -3.562
P 2.016 2.504 -2.054
C 3.192 3.766 -2.709
C 4.666 3.361 -2.495
O 5.371 3.266 -3.727
C 1.601 3.519 -0.469
C 2.764 3.911 0.423
O 3.430 2.710 0.830
H 1.935 -2.004 -2.669
H 2.578 -0.786 -1.570
H 3.383 -1.091 -3.109
H 0.654 0.216 -2.692
H 1.153 -0.387 -4.248
H 1.867 1.878 -4.443
H 3.326 1.173 -3.748
H 0.633 2.565 -2.381
H 2.423 1.440 -1.202
H 3.030 3.840 -3.784
H 2.981 4.739 -2.265
H 4.747 2.426 -1.933
H 5.172 4.128 -1.904
H 5.480 2.339 -3.957
H 1.048 4.422 -0.761
H 0.914 2.888 0.109
H 2.426 4.477 1.299
H 3.468 4.553 -0.124
H 4.168 2.937 1.407
C -1.942 -2.604 0.278
N -1.754 -2.281 -1.120
C -2.548 -1.227 -1.730
C -0.829 -2.899 -1.878
O -0.585 -2.607 -3.033
H -2.958 -2.951 0.477
H -1.754 -1.730 0.905
H -1.255 -3.392 0.575
H -3.117 -1.608 -2.578
H -1.907 -0.425 -2.099
H -3.237 -0.832 -0.987
H -0.284 -3.690 -1.334
C 0.733 -0.998 3.814
N 0.326 -2.307 3.348
C 1.304 -3.189 2.738
C -0.950 -2.729 3.432
O -1.345 -3.795 2.993
H 1.133 -0.402 2.991
H 1.498 -1.078 4.590
H -0.123 -0.465 4.222
H 1.031 -3.423 1.708
H 1.376 -4.130 3.284
H 2.272 -2.692 2.744
H -1.618 -1.996 3.912
C 0.862 4.894 4.877
N 0.582 3.525 4.505
C 1.614 2.736 3.855
C -0.616 2.951 4.729
O -0.893 1.805 4.430
H 1.118 5.496 4.003
H 1.687 4.949 5.590
H -0.023 5.325 5.343
H 1.286 2.403 2.870
H 1.858 1.853 4.447
H 2.506 3.349 3.747
H -1.340 3.629 5.211
C -6.319 -5.704 -2.294
N -6.156 -4.298 -2.005
C -5.165 -3.871 -1.033
C -6.886 -3.343 -2.618
O -6.764 -2.152 -2.407
H -6.612 -6.260 -1.401
H -5.395 -6.138 -2.683
H -7.098 -5.825 -3.045
H -5.640 -3.331 -0.212
H -4.442 -3.203 -1.500
H -4.650 -4.746 -0.641
H -7.610 -3.750 -3.343

- Look up the F_max of the second one.
  1.21 eV/A